A 2-piece molecular cluster, C14H26N2O8 overall in a non-equilibrium geometry. Source: OMol25; level of theory: ωB97M-V with the def2-TZVPD basis set.

Calculated values
**Relative energy (zero: lowest compared OMol25 entry of this formula, charge and spin)**: 0.0 kcal per mole
**E_HOMO**: -9.762 eV
**Structure (SMILES)**: C[C@H]1C[C@@](O)(C(=O)O)C[C@@H](O)[C@@H]1O.CNC(=O)[C@H](CO)NC(C)=O
**Net charge**: 0
**DFT total energy**: -1260.56251 a.u.

Atoms and positions in Å:
C -4.518 -1.759 3.086
C -3.789 -1.046 1.937
C -3.115 0.231 2.479
C -2.298 0.972 1.403
O -3.200 1.434 0.378
C -1.568 2.179 2.051
O -0.629 1.991 2.807
O -2.043 3.416 1.758
C -1.292 0.017 0.745
C -1.984 -1.214 0.165
O -0.966 -1.992 -0.477
C -2.748 -1.975 1.272
O -3.420 -3.113 0.717
H -5.065 -2.629 2.711
H -5.237 -1.084 3.562
H -3.805 -2.100 3.844
H -4.530 -0.757 1.184
H -2.450 -0.041 3.306
H -3.879 0.904 2.880
H -3.419 2.370 0.550
H -1.471 4.024 2.255
H -0.550 -0.306 1.482
H -0.761 0.551 -0.048
H -2.706 -0.898 -0.595
H -0.667 -1.506 -1.281
H -2.032 -2.317 2.028
H -3.762 -2.899 -0.166
C 2.516 2.588 -2.261
N 1.375 1.674 -2.272
C 1.346 0.333 -2.294
O 0.242 -0.199 -2.408
C 2.601 -0.568 -2.164
C 2.254 -1.883 -1.453
O 1.876 -1.631 -0.109
N 3.772 0.001 -1.479
C 4.902 0.382 -2.072
C 6.035 0.796 -1.162
O 5.045 0.416 -3.286
H 2.169 3.610 -2.419
H 3.028 2.543 -1.299
H 3.213 2.331 -3.062
H 0.462 2.095 -2.344
H 2.894 -0.822 -3.183
H 3.130 -2.535 -1.461
H 1.445 -2.392 -1.979
H 0.936 -1.860 -0.010
H 3.740 -0.012 -0.471
H 5.727 1.647 -0.558
H 6.894 1.071 -1.772
H 6.301 -0.039 -0.517

Charges in e, computed with Mulliken, in the same order as the atoms: atom 1 (C): -1.718, atom 2 (C): 0.760, atom 3 (C): -1.672, atom 4 (C): 1.743, atom 5 (O): -0.700, atom 6 (C): -0.066, atom 7 (O): -0.560, atom 8 (O): -0.499, atom 9 (C): -0.500, atom 10 (C): -0.094, atom 11 (O): -0.721, atom 12 (C): -0.405, atom 13 (O): -0.577, atom 14 (H): 0.392, atom 15 (H): 0.409, atom 16 (H): 0.352, atom 17 (H): 0.240, atom 18 (H): 0.370, atom 19 (H): 0.541, atom 20 (H): 0.386, atom 21 (H): 0.404, atom 22 (H): 0.464, atom 23 (H): -0.036, atom 24 (H): 0.246, atom 25 (H): 0.392, atom 26 (H): 0.397, atom 27 (H): 0.401, atom 28 (C): -0.868, atom 29 (N): -0.075, atom 30 (C): 0.179, atom 31 (O): -0.815, atom 32 (C): 0.364, atom 33 (C): -0.885, atom 34 (O): -0.601, atom 35 (N): -0.153, atom 36 (C): 0.791, atom 37 (C): -1.243, atom 38 (O): -0.662, atom 39 (H): 0.329, atom 40 (H): 0.254, atom 41 (H): 0.309, atom 42 (H): 0.336, atom 43 (H): 0.297, atom 44 (H): 0.456, atom 45 (H): 0.382, atom 46 (H): 0.423, atom 47 (H): 0.242, atom 48 (H): 0.314, atom 49 (H): 0.338, atom 50 (H): 0.337

***

C14H26N2OS2Y as an isolated structure in a non-equilibrium geometry. Source: OMol25; level of theory: ωB97M-V with the def2-TZVPD basis set.

Calculated values
**Relative energy (zero: lowest compared OMol25 entry of this formula, charge and spin)**: 0.0 kcal per mole
**E_HOMO**: -19.286 eV
**Net charge**: +3
**DFT total energy**: -1567.59079 a.u.

Atoms and positions in Å:
Y -0.416 0.050 0.099
S 0.068 -0.666 -2.505
S 1.331 1.246 1.821
C 1.849 -0.836 -2.932
C -0.165 1.021 -3.206
C 0.615 2.114 -2.488
N 0.308 2.180 -1.028
C 1.258 3.085 -0.308
C 1.103 2.966 1.200
H -1.245 1.222 -3.202
H 0.177 0.937 -4.244
H 0.373 3.081 -2.954
H 1.694 1.968 -2.611
H 1.069 4.126 -0.611
H 2.281 2.846 -0.619
H 0.104 3.289 1.525
H 1.857 3.577 1.710
C 3.105 1.032 1.385
H -0.604 2.649 -0.966
H 3.305 1.141 0.313
H 3.379 0.019 1.700
H 3.690 1.768 1.952
H 2.168 -1.814 -2.558
H 2.461 -0.048 -2.479
H 1.926 -0.800 -4.026
C -4.430 1.831 0.377
C -4.391 0.604 0.929
H -4.663 1.966 -0.683
H -4.322 2.735 0.985
H -4.616 -0.277 0.311
H -4.279 0.484 2.015
O -2.036 -1.062 1.052
C -1.866 -2.404 1.642
C -0.449 -2.874 1.420
C -0.021 -4.118 1.866
C 1.295 -4.497 1.622
C 2.137 -3.620 0.936
C 1.664 -2.382 0.516
N 0.373 -2.018 0.758
H -2.945 -0.664 1.150
H -2.089 -2.353 2.715
H -2.580 -3.089 1.166
H -0.745 -4.740 2.393
H 1.654 -5.465 1.970
H 3.167 -3.893 0.720
H 2.289 -1.658 -0.020

Charges in e, computed with Mulliken, in the same order as the atoms: atom 1 (Y): 1.063, atom 2 (S): 0.012, atom 3 (S): 0.011, atom 4 (C): -0.892, atom 5 (C): -0.787, atom 6 (C): -0.775, atom 7 (N): 0.149, atom 8 (C): -0.772, atom 9 (C): -0.762, atom 10 (H): 0.405, atom 11 (H): 0.498, atom 12 (H): 0.387, atom 13 (H): 0.422, atom 14 (H): 0.393, atom 15 (H): 0.405, atom 16 (H): 0.400, atom 17 (H): 0.498, atom 18 (C): -0.897, atom 19 (H): 0.391, atom 20 (H): 0.250, atom 21 (H): 0.402, atom 22 (H): 0.423, atom 23 (H): 0.406, atom 24 (H): 0.246, atom 25 (H): 0.420, atom 26 (C): -0.558, atom 27 (C): -0.601, atom 28 (H): 0.308, atom 29 (H): 0.295, atom 30 (H): 0.372, atom 31 (H): 0.356, atom 32 (O): -0.480, atom 33 (C): -0.293, atom 34 (C): 0.253, atom 35 (C): -0.758, atom 36 (C): -0.325, atom 37 (C): -1.149, atom 38 (C): -0.149, atom 39 (N): 0.199, atom 40 (H): 0.135, atom 41 (H): 0.468, atom 42 (H): 0.462, atom 43 (H): 0.493, atom 44 (H): 0.471, atom 45 (H): 0.458, atom 46 (H): 0.749

***

C14H26NO3Yb as an isolated structure in a non-equilibrium geometry. Source: OMol25; level of theory: ωB97M-V with the def2-TZVPD basis set.

Calculated values
**Multiplicity**: 2
**E_HOMO (alpha / beta)**: -14.432 / -14.432 eV
**Net charge**: +2
**DFT total energy**: -1987.14993 a.u.

Atoms and positions in Å:
C 2.715 -1.842 1.872
C 1.410 -1.717 0.888
C 0.786 -0.210 0.741
C 1.791 0.994 1.304
O 2.882 1.295 0.351
C 2.825 2.742 -0.044
C 2.597 3.235 -1.623
O 2.994 3.749 0.852
C 0.504 0.142 -0.835
C -0.763 -0.644 -1.512
C -1.319 0.296 -2.737
C -0.149 -2.018 -2.241
N -1.817 -1.129 -0.544
O -2.986 -1.423 -1.139
C -1.974 -0.234 0.664
C -3.079 -1.004 1.656
C -2.661 1.239 0.329
C -0.622 -0.044 1.570
H 3.149 -2.941 1.722
H 2.397 -1.783 3.021
H 3.598 -1.111 1.625
H 1.689 -2.200 -0.141
H 0.569 -2.417 1.365
H 1.105 1.971 1.321
H 2.139 0.832 2.409
H 3.664 3.255 -2.129
H 1.902 2.512 -2.226
H 2.189 4.338 -1.675
H 1.466 -0.116 -1.467
H 0.303 1.303 -0.934
H -0.458 0.300 -3.564
H -1.443 1.444 -2.435
H -2.273 -0.123 -3.286
H -0.146 -2.918 -1.473
H -0.959 -2.301 -3.069
H 0.889 -1.828 -2.755
H -2.758 -0.830 2.768
H -4.179 -0.657 1.452
H -2.954 -2.171 1.455
H -3.748 1.011 -0.048
H -2.021 1.910 -0.384
H -2.749 1.843 1.356
H -0.718 1.005 2.128
H -0.604 -0.872 2.429
Yb -3.179 -2.886 2.981

Charges in e, computed with Mulliken, in the same order as the atoms: atom 1 (C): -1.084, atom 2 (C): -0.414, atom 3 (C): 1.674, atom 4 (C): -1.095, atom 5 (O): -0.337, atom 6 (C): 0.588, atom 7 (C): -0.727, atom 8 (O): -0.498, atom 9 (C): -1.266, atom 10 (C): 0.722, atom 11 (C): -1.004, atom 12 (C): -1.209, atom 13 (N): 0.582, atom 14 (O): -0.544, atom 15 (C): 1.251, atom 16 (C): -0.856, atom 17 (C): -1.215, atom 18 (C): -1.596, atom 19 (H): 0.391, atom 20 (H): 0.247, atom 21 (H): 0.252, atom 22 (H): 0.324, atom 23 (H): -0.011, atom 24 (H): 0.455, atom 25 (H): 0.325, atom 26 (H): 0.315, atom 27 (H): 0.159, atom 28 (H): 0.310, atom 29 (H): 0.468, atom 30 (H): -0.028, atom 31 (H): 0.340, atom 32 (H): 0.219, atom 33 (H): 0.331, atom 34 (H): 0.301, atom 35 (H): 0.348, atom 36 (H): 0.300, atom 37 (H): 0.465, atom 38 (H): 0.314, atom 39 (H): 0.149, atom 40 (H): 0.387, atom 41 (H): 0.218, atom 42 (H): 0.393, atom 43 (H): 0.336, atom 44 (H): 0.216, atom 45 (Yb): 1.501